160
Properties=species:S:1:pos:R:3:forces:R:3:mulliken_charge:R:1 method="wB97M-V/def2-TZVPD" lumo_ev=-0.98 smiles="O=C1c2ccccc2C(=O)c2c(COCOCCO)cccc21.O=S1(=O)OCCO1.O=S1(=O)OCCO1.O=S1(=O)OCCO1.O=S1(=O)OCCO1.O=S1(=O)OCCO1.O=S1(=O)OCCO1.O=S1(=O)OCCO1.O=S1(=O)OCCO1.O=S1(=O)OCCO1.O=S1(=O)OCCO1.O=S1(=O)OCCO1"
O 3.2867 -3.5219 -5.1675 -0.21 -0.53 0.24 -0.58
C 5.1396 9.3459 3.7202 0.39 -0.44 0.11 -0.10
C 2.2876 5.0828 -5.7381 0.16 0.50 0.40 -0.36
S 5.3725 11.7801 3.2384 -0.11 -0.36 0.16 1.08
H 5.1758 -7.8729 0.7029 0.01 -0.13 0.23 0.31
H -0.8540 -2.3398 -4.9035 0.17 -0.07 0.21 0.26
O 6.5175 12.0778 2.4455 -0.42 0.16 0.31 -0.54
O 2.0399 3.4699 -4.0604 -0.69 0.25 -0.22 -0.22
H -2.2313 2.8239 -7.9295 0.14 -0.21 -0.14 0.39
O -7.1037 1.3913 -9.3119 0.43 0.47 -0.02 -0.56
H 1.2649 -2.0825 -1.6395 0.98 -0.31 0.41 0.51
O -0.4257 6.4448 3.2499 -0.14 -0.09 -0.71 -0.19
O 0.8937 7.7107 1.5846 -0.31 -0.44 -0.23 -0.57
C 5.4025 1.6160 1.8325 -2.04 1.34 -0.49 -0.81
O -3.8461 -2.6726 7.4099 -0.24 -0.45 0.44 -0.52
C -4.0787 -3.8155 4.5192 -0.23 -0.27 0.43 -0.19
C -5.0397 0.5412 -11.7607 -0.33 -0.26 -0.41 -0.32
H 2.0085 5.9863 -5.1899 0.07 -0.01 -0.02 0.30
O 1.0212 -3.0261 -4.3153 0.33 -0.89 -0.01 -0.18
O -6.2495 2.4963 -11.3464 -0.10 -0.47 0.49 -0.30
H 3.5530 3.3483 -5.4429 0.01 0.05 0.01 0.30
H -1.3959 1.8354 -5.8578 -0.53 -0.14 -0.13 -0.14
O -5.3924 -1.9008 9.1773 0.09 -0.70 -0.16 -0.30
O 1.7646 -9.1966 2.9898 0.17 0.31 0.27 -0.44
O -1.1565 -1.1964 -7.2256 -0.67 0.03 -0.45 -0.49
H 3.2240 -6.0258 0.6204 -0.24 -0.04 0.15 0.11
O -2.0867 -12.9031 -1.1991 0.54 0.00 0.13 -0.53
H -3.4711 -3.2450 5.2161 -0.04 0.13 -0.22 0.32
O -3.4175 -3.8179 1.1153 -0.59 -0.04 0.12 -0.49
H 3.7671 4.6155 -4.2113 -0.19 -0.09 0.17 0.32
C -5.3410 1.9294 -12.2937 0.59 0.09 -0.12 -0.38
S -0.9218 -12.3453 -0.5995 0.04 0.20 0.31 1.08
H -4.1033 0.1443 -12.1485 0.04 0.04 0.26 0.32
O -1.0766 -10.7370 -0.5584 0.35 -0.58 0.09 -0.30
C 5.0022 -0.8256 1.1306 -0.10 0.41 -0.09 0.35
H 5.9531 -3.2750 0.2817 -1.03 0.28 -0.47 0.40
H 4.3831 8.5652 3.7565 -0.07 0.18 -0.17 0.12
S 0.6478 3.4283 -4.8748 0.68 0.44 0.11 1.16
H -0.9803 2.3185 -0.4176 0.16 -0.43 0.81 0.26
O 1.2830 -4.4121 -6.2938 0.51 0.40 0.52 -0.36
C -0.8079 -11.3644 1.6798 0.59 0.38 0.13 -0.22
C 4.2520 -3.9852 -1.0514 -0.75 2.53 0.96 -1.06
O 0.3954 -12.6530 -1.0487 -0.57 0.05 -0.10 -0.53
O -2.2318 0.7653 -8.2643 0.41 -0.65 0.49 -0.34
O 5.8742 11.3304 4.7083 0.15 0.00 -0.67 -0.34
C -1.0441 2.4049 0.6987 -0.62 1.65 0.67 0.06
O -4.9672 0.6946 -10.3416 -0.11 0.76 0.13 -0.24
H -6.6324 -0.9065 7.8769 -0.04 -0.02 0.02 0.28
H -5.0587 -4.0058 4.9637 0.05 0.00 0.03 0.22
H -3.1107 8.2848 2.7855 0.18 0.10 -0.20 0.32
C -6.7116 -1.6225 8.6986 -0.27 0.29 -0.45 -0.34
H -1.3853 -0.2971 0.5014 -0.56 0.99 -0.11 0.05
C 1.2724 2.9199 0.5849 0.09 1.43 1.34 0.13
C 2.9367 -3.6012 -1.5774 0.38 1.03 0.91 -0.48
O 4.7277 6.1230 4.5203 -0.50 0.24 0.35 -0.55
H 2.5976 2.6055 5.8204 -0.10 0.19 -0.18 0.34
O -2.6971 0.2457 -5.9378 -0.15 -0.55 -0.72 -0.34
H 6.0921 8.9127 3.4054 -0.03 -0.03 0.05 0.28
O -0.3389 5.6395 0.9222 0.29 0.58 0.23 -0.42
C 4.1475 -7.9516 1.0512 -0.29 0.06 -0.56 -0.35
H -0.3929 -3.5997 -7.2299 0.29 -0.02 -0.02 0.32
H -2.0084 6.6170 4.5840 0.18 -0.17 -0.11 0.31
C 5.2792 10.0735 5.0427 -0.59 -0.16 0.14 -0.33
H -3.7935 1.9978 -7.7628 0.11 0.07 0.04 0.19
C -3.4085 -5.1075 4.0965 0.56 0.26 0.13 -0.34
O 2.4943 -6.9287 2.3479 -0.10 -0.81 0.04 -0.30
H 4.3097 -6.0258 2.0312 0.00 0.01 -0.08 0.25
O 4.0776 -8.7678 2.2240 -0.33 0.38 0.52 -0.33
O 4.7736 10.3541 2.7732 0.01 0.68 0.41 -0.30
H 5.8998 9.5307 5.7528 0.16 0.21 -0.08 0.31
O -5.8174 -4.1839 1.7222 0.54 0.01 -0.18 -0.57
H -5.2867 -0.8538 0.6103 0.04 0.31 -0.34 0.31
C 3.3536 3.3879 5.7889 0.47 -0.43 0.14 -0.37
S -0.2212 6.8326 1.6962 -0.37 0.14 0.32 0.96
C -0.0368 -3.8530 -6.2352 -0.58 -0.17 0.29 -0.33
H 0.2656 -11.2031 1.8048 -0.06 0.09 0.06 0.24
C 0.0964 -2.6363 -5.3411 0.01 0.40 -0.48 -0.33
O -1.5739 7.6960 1.5138 0.68 -0.01 0.25 -0.33
H -2.4553 0.6551 -0.6240 -0.02 -0.05 1.06 0.26
H -2.5063 -10.3050 0.8503 0.03 0.01 0.02 0.29
C -1.4167 -10.3187 0.7662 -0.48 0.06 0.36 -0.31
C 4.9510 -3.0545 -0.1562 -2.47 0.27 -0.88 -0.69
H -5.7860 1.9070 -13.2863 -0.21 0.08 0.17 0.32
O -4.6354 -0.2255 0.2608 0.19 -0.67 0.72 -0.56
O -4.4478 -4.1723 9.3215 0.21 0.44 -0.43 -0.55
H -1.3825 3.4607 0.9091 0.26 -0.96 -0.19 0.03
S -5.9097 1.9189 -9.8762 -0.03 -0.27 -0.47 1.10
O -5.0934 2.8723 -9.1944 -0.53 -0.33 -0.13 -0.54
H 2.8503 5.3588 -6.6273 -0.21 -0.17 -0.10 0.31
H -7.5814 -3.5765 9.0512 -0.03 0.05 -0.02 0.28
O 2.9867 4.3994 4.8465 -0.01 0.73 0.34 -0.12
H 4.7317 -4.9522 -1.3083 -0.51 0.83 0.01 0.60
O 0.2319 2.2492 1.3444 0.21 -0.19 -1.33 -0.30
S 2.8476 -8.2839 3.1519 0.37 0.35 -0.31 1.04
H -4.4410 2.5496 -12.3130 0.00 -0.06 -0.05 0.28
H 4.3074 2.9578 5.4735 -0.04 -0.02 0.02 0.29
H -1.1335 8.1195 4.2018 -0.04 -0.02 0.00 0.31
H -5.8507 -0.1551 -11.9875 0.03 0.02 -0.03 0.28
C -2.4445 1.6471 -6.1081 0.68 0.66 0.00 0.26
O -4.0325 -5.4566 2.8567 -0.53 0.47 -0.17 -0.34
C 3.5768 -6.6096 1.4682 0.58 0.26 0.03 -0.06
H 4.1090 3.5715 7.8242 0.16 0.23 -0.07 0.32
H 0.5246 -1.7930 -5.8799 -0.02 -0.06 0.07 0.34
H -1.2853 -11.3916 2.6571 -0.07 -0.23 -0.12 0.31
O -0.9930 -12.6062 0.9935 -0.42 0.15 -0.64 -0.33
H -7.3219 -1.1958 9.4924 0.23 -0.07 0.11 0.32
H -3.6287 0.0366 2.1051 0.05 -0.55 -0.75 0.22
H 1.0747 2.9282 -0.5159 0.23 -0.45 0.74 0.39
H -2.3424 -4.9568 3.9078 -0.02 0.00 0.07 0.31
C 2.6948 2.4241 0.9760 1.11 -0.58 0.36 0.42
C 4.2726 -1.8047 0.1957 -0.55 -0.14 -0.38 0.38
H -0.7003 -4.5999 -5.7907 -0.01 0.05 -0.02 0.28
S 3.5791 5.8230 5.3151 -0.16 -0.64 0.26 1.15
S -4.4378 -4.1054 2.0684 0.19 -0.16 0.53 1.07
H -3.1476 -1.4916 1.1674 -0.66 1.28 -0.16 0.02
O -6.1259 -3.6024 7.6053 0.57 0.48 -0.05 -0.29
H -3.5369 -5.9017 4.8291 -0.16 -0.08 -0.21 0.31
O 4.2866 12.6906 3.3913 0.46 -0.19 -0.29 -0.53
H -1.0263 -9.3217 0.9631 0.11 -0.08 -0.22 0.31
C -2.7259 1.9225 -7.5729 -0.61 0.16 0.43 -0.32
O 3.3662 -7.9291 4.4302 -0.34 -0.42 -0.33 -0.57
C 2.2621 -2.3431 -1.2196 2.28 -0.25 1.26 -0.71
H 3.5362 -8.4176 0.2743 0.04 0.04 -0.01 0.34
H 3.3274 4.4651 1.6586 0.16 -1.07 -0.11 0.37
O -2.0340 1.5681 1.2694 1.03 0.12 -1.38 -0.41
C -1.5222 7.1839 3.7922 -0.10 0.54 0.24 -0.34
C -7.2477 -2.9571 8.2149 -0.34 -0.06 0.54 -0.32
C -2.4466 7.4396 2.6169 -0.37 -0.50 0.15 -0.40
C 3.1056 1.0245 0.7881 2.07 0.89 1.07 0.28
O 2.4925 6.7324 5.4704 0.54 -0.08 -0.36 -0.57
H 1.2297 4.0116 0.9234 0.18 -1.34 -0.74 -0.13
O 4.0800 5.3729 6.7828 0.19 0.06 -0.73 -0.35
C -2.2641 0.4090 0.4582 -0.35 -1.88 0.47 0.04
S 2.0339 -4.1400 -4.8922 -0.65 0.33 -0.60 1.20
O 1.9137 -5.3108 -4.0813 0.33 0.36 -0.21 -0.60
C 3.6433 3.4006 1.5514 0.79 -1.91 -0.20 -0.60
C 2.9337 -1.4107 -0.2829 1.35 -2.14 -0.81 0.52
O 1.0448 -0.0092 -0.0548 1.01 0.45 0.13 -0.45
C 2.2387 -0.0822 0.1610 0.14 -0.77 -0.50 0.48
H 6.4150 1.3302 2.1853 -0.97 -0.12 -0.45 0.39
S -4.7764 -3.1595 8.3764 -0.39 0.14 0.24 1.12
O 5.9998 -1.1360 1.7621 -0.88 0.06 -0.68 -0.65
C 5.0064 3.0319 1.9795 -2.28 -2.18 -1.33 -0.79
H 2.4099 -4.2923 -2.2874 0.69 0.77 1.04 0.71
O -4.2737 -3.0806 3.3060 0.23 -0.44 -0.62 -0.29
O -3.6118 -1.2050 -7.7039 0.64 -0.18 0.19 -0.56
H -3.0831 2.2331 -5.4487 -0.14 -0.28 0.01 0.38
O 1.0865 4.3917 -6.0945 -0.01 -0.72 0.26 -0.33
H 5.6776 3.8167 2.3931 -0.55 -0.86 -0.35 0.46
C -3.4735 -0.4076 1.0840 1.37 0.74 -0.19 -0.07
O 0.4617 2.1098 -5.3893 0.14 0.60 0.26 -0.58
S -2.4167 -0.5294 -7.3215 -0.42 1.04 0.09 1.02
C 4.4718 0.6360 1.2368 -0.27 1.53 0.28 0.14
H 4.3017 10.2698 5.4910 0.02 -0.08 0.00 0.33
C 3.4878 4.1133 7.1142 -0.59 -0.21 0.15 -0.40
H -8.0610 -2.8450 7.5009 0.22 -0.10 -0.16 0.33
H -3.0403 6.5527 2.3802 -0.02 0.03 0.06 0.29
H 2.5092 4.3064 7.5613 0.03 -0.06 0.00 0.29
C 3.0440 4.1126 -4.8507 0.42 -0.12 -0.45 -0.39
O -0.3432 4.1009 -4.1034 0.15 -0.61 -0.26 -0.58